No. 1
Below is a structure of composition C38H32BiF3O2P2 at a distorted geometry, with properties calculated with ωB97M-V with the def2-TZVPD basis set.

Properties
HOMO level   -0.519 hartree
Kohn-Sham gap   7.032 eV
2S+1   1
M   848.59 g mol⁻¹
Total charge   +2

Atoms and positions in Å:
1 C 0.531050 -1.666218 -4.303083
2 C -0.478778 -2.177781 -3.457730
3 C -1.797204 -2.259554 -3.949757
4 C -2.091969 -1.834837 -5.240264
5 C -1.083007 -1.318220 -6.059125
6 C 0.225751 -1.186233 -5.570277
7 P -0.174581 -2.390045 -1.642222
8 C -1.353169 -3.681362 -1.051478
9 C -2.409280 -3.383448 -0.158187
10 C -3.393713 -4.341259 0.099701
11 C -3.282384 -5.617798 -0.450585
12 C -2.168688 -5.957819 -1.221808
13 C -1.194059 -4.999742 -1.493914
14 Bi -0.969585 0.079293 -0.952463
15 P -0.094463 2.483785 -1.614862
16 C -1.442080 2.698502 -2.850847
17 C -1.191822 2.997094 -4.206555
18 C -2.139756 2.625958 -5.180029
19 C -3.411567 2.186917 -4.791046
20 C -3.755410 2.130015 -3.438432
21 C -2.777466 2.369791 -2.464828
22 C -0.262455 3.790222 -0.370172
23 C 0.659897 3.816265 0.697595
24 C 0.544979 4.779858 1.706469
25 C -0.457678 5.754318 1.619659
26 C -1.360375 5.748979 0.555192
27 C -1.266584 4.774034 -0.442884
28 C 1.641618 2.483053 -2.161679
29 C 2.516995 1.385572 -1.969239
30 C 3.724596 1.307583 -2.680802
31 C 4.111620 2.384280 -3.483330
32 C 3.292790 3.514722 -3.606248
33 C 2.063366 3.569486 -2.949713
34 C 1.537337 -3.046550 -1.439736
35 C 2.118129 -3.880226 -2.415978
36 C 3.406245 -4.391162 -2.232000
37 C 4.117511 -4.079256 -1.065550
38 C 3.537826 -3.289971 -0.065264
39 C 2.252128 -2.785733 -0.248207
40 H 1.445415 3.068111 0.745272
41 H 1.249158 4.767840 2.550034
42 H -0.499883 6.547782 2.372172
43 H -2.151845 6.509979 0.491093
44 H -1.959248 4.763675 -1.275022
45 H -0.273428 3.559187 -4.441297
46 H -1.897210 2.720434 -6.251167
47 H -4.151024 1.882962 -5.544228
48 H -4.769846 1.843890 -3.129546
49 H -3.042091 2.292574 -1.399097
50 H 2.185581 0.522460 -1.385739
51 H 4.343399 0.395730 -2.653500
52 H 5.061594 2.351238 -4.020304
53 H 3.584721 4.347388 -4.250299
54 H 1.396132 4.421773 -3.069877
55 H 1.556954 -4.133351 -3.324709
56 H 3.846401 -5.032759 -3.000261
57 H 5.119085 -4.483345 -0.926645
58 H 4.085396 -3.076986 0.862653
59 H 1.785991 -2.173372 0.530914
60 H -2.457455 -2.396022 0.311551
61 H -4.257105 -4.100050 0.727105
62 H -4.053933 -6.368406 -0.267117
63 H -2.053622 -6.967214 -1.617504
64 H -0.298285 -5.271697 -2.057618
65 H -2.537855 -2.764202 -3.310299
66 H -3.115097 -1.933854 -5.629110
67 H -1.335937 -0.940014 -7.054365
68 H 1.050931 -0.730730 -6.123878
69 H 1.581999 -1.608755 -3.959944
70 H 0.206110 0.577471 -2.806183
71 H 0.824404 0.043220 -2.716438
72 F 0.639541 1.007293 3.784062
73 C 1.061259 0.037628 2.950630
74 F 2.395786 0.129347 2.837160
75 F 0.770029 -1.182722 3.515773
76 C 0.307869 0.166512 1.569308
77 O -0.926629 0.384569 1.623022
78 O 0.942174 0.019501 0.475475

Cartesian forces, eV/Å:
0.228 0.027 0.593
0.058 0.207 -0.007
0.333 -0.485 0.733
-0.102 -0.134 -0.426
0.051 0.634 0.157
-0.072 -0.407 0.106
0.998 -2.020 -0.896
-0.233 0.303 0.766
0.192 0.134 -0.667
0.065 0.073 0.126
0.076 -0.049 -0.116
0.117 0.182 0.105
0.110 0.064 -0.398
-0.717 0.207 2.198
0.131 1.676 0.994
-0.284 0.122 -0.445
0.035 -0.348 0.119
0.078 0.557 0.078
0.125 -0.206 -0.098
0.178 -0.022 0.288
0.563 -0.427 -0.015
0.062 0.332 0.423
-0.483 0.113 0.210
0.093 -0.216 -0.333
0.194 0.016 -0.013
-0.116 0.017 -0.188
0.251 -0.305 0.300
0.503 0.040 -0.617
-0.284 -0.070 -0.752
-0.285 0.146 0.286
-0.136 0.284 -0.026
0.042 -0.039 0.067
-0.099 -0.489 0.036
0.243 0.015 0.261
-0.175 0.118 -0.135
-0.178 0.212 0.234
-0.225 -0.064 -0.066
0.000 -0.118 -0.109
-0.413 0.223 -0.183
0.033 0.075 0.037
-0.370 0.076 -0.487
-0.111 -0.386 -0.241
0.498 -0.394 0.032
-0.048 0.119 0.067
-0.347 -0.868 -0.275
-0.158 0.100 0.693
0.405 0.263 0.329
0.508 0.249 -0.166
0.108 -0.020 -0.458
0.317 0.343 0.015
-0.349 0.624 0.253
-0.340 -0.036 0.110
0.013 -0.289 0.281
0.259 -0.028 -0.038
0.307 0.138 0.353
-0.151 0.242 0.323
-0.217 0.128 -0.025
-0.297 -0.106 -0.495
0.317 -0.283 -0.318
-0.194 -0.268 -0.151
0.438 -0.037 -0.162
0.226 0.295 -0.014
-0.024 0.276 0.175
-0.378 0.031 0.012
0.099 0.496 -0.421
0.549 0.040 0.213
0.131 -0.263 0.335
-0.519 -0.241 -0.184
-0.708 -0.038 -0.123
1.525 -1.682 -0.579
-1.674 1.207 -0.560
0.245 -0.779 -0.741
0.105 -0.349 0.976
-0.910 -0.082 -0.252
0.216 1.458 -0.931
-0.844 0.177 0.576
1.059 -0.439 -0.874
-0.644 -0.055 0.124


No. 2
Below is a structure of composition C38H32Br2N7OSScSi at a distorted geometry, with properties calculated with ωB97M-V with the def2-TZVPD basis set.

Properties
HOMO level (alpha / beta)   -0.174 / -0.174 hartree
Kohn-Sham gap (alpha / beta)   3.129 / 3.121 eV
2S+1   1
M   867.64 g mol⁻¹

Atoms and positions in Å:
1 Sc -0.246691 -0.122958 0.173973
2 S 2.000889 1.868524 7.349222
3 N 1.350204 0.478009 6.813606
4 C 0.984459 0.616093 5.528742
5 C 0.438878 -0.417554 4.667434
6 C 0.348411 -1.768333 4.983316
7 C -0.037132 -2.680579 3.984783
8 C -0.232395 -2.241367 2.676691
9 N -0.206728 -0.953446 2.352723
10 C 0.260593 -0.049607 3.270684
11 C 0.452544 1.361777 2.846590
12 N 0.227343 1.586912 1.567530
13 C 0.433723 2.826900 1.070977
14 C 0.761765 3.903171 1.863274
15 C 1.020853 3.667849 3.234685
16 C 0.790985 2.394002 3.781907
17 C 1.160870 1.983828 5.082189
18 N 1.598161 2.812907 6.036356
19 H 0.465716 -2.156857 5.974142
20 H -0.359559 -3.665672 4.331377
21 H -0.621547 -2.947724 1.922534
22 H 0.218486 2.923651 0.014995
23 H 1.053186 4.834439 1.464057
24 H 1.201821 4.522267 3.849388
25 Br -3.850413 -5.374643 -2.841875
26 C -2.857420 -3.821598 -2.425361
27 C -1.680212 -3.586307 -3.244759
28 C -0.590316 -2.966932 -2.794113
29 N -1.191914 -1.761753 -0.833176
30 C -2.502995 -1.978818 -0.766155
31 C -3.218542 -3.076007 -1.338162
32 C -3.224740 -0.951248 -0.143963
33 C -4.573319 -0.843947 -0.142127
34 C -5.184508 0.156344 0.730386
35 Br -7.043506 0.206311 1.170485
36 C -4.353582 1.044548 1.466844
37 C -3.017043 1.001440 1.185309
38 N -2.446270 -0.011697 0.514446
39 H -1.811874 -4.039555 -4.202938
40 H 0.097899 -2.584713 -3.523437
41 H -4.128202 -3.333820 -0.793178
42 H -5.289842 -1.526915 -0.586614
43 H -4.811171 1.684339 2.245213
44 H -2.387240 1.714382 1.651536
45 C 2.937289 -1.765803 1.503132
46 Si 3.382861 -0.985127 -0.142080
47 C 4.938108 -0.001093 0.223986
48 C 3.769910 -2.412694 -1.278266
49 N 1.944001 -0.073619 -0.729668
50 C 2.199396 0.738589 -1.800637
51 C 3.461227 0.861363 -2.494607
52 C 3.757056 1.986635 -3.187310
53 C 2.703432 2.884002 -3.518220
54 C 1.424919 2.637590 -3.118156
55 C 1.153635 1.537572 -2.315940
56 O -0.165897 1.481264 -1.677507
57 C -1.271253 1.486723 -2.541847
58 C -1.438134 0.528698 -3.510020
59 C -2.741857 0.483430 -4.140316
60 C -3.688662 1.516642 -3.877237
61 C -3.377441 2.545829 -2.982436
62 C -2.183122 2.525099 -2.276974
63 H 3.845786 -2.143046 1.934738
64 H 2.256524 -2.554827 1.269378
65 H 2.392186 -0.971852 2.095676
66 H 4.933695 -0.022965 1.322842
67 H 4.767172 1.009854 -0.141657
68 H 5.856688 -0.423941 -0.089504
69 H 3.881877 -2.030814 -2.292844
70 H 2.944191 -3.166518 -1.294595
71 H 4.721704 -2.909023 -1.064853
72 H 4.349357 0.255504 -2.246324
73 H 4.812972 2.159026 -3.468561
74 H 2.957374 3.783738 -4.078537
75 H 0.680413 3.415322 -3.420021
76 H -0.649517 -0.224682 -3.760314
77 H -2.931819 -0.265926 -4.919113
78 H -4.722040 1.521968 -4.273411
79 H -4.053033 3.380734 -2.759604
80 H -2.043646 3.269063 -1.519397
81 C -0.308253 -2.736013 -1.378020
82 H 0.709748 -2.346582 -1.405321
83 H -0.206471 -3.699761 -0.815993

Cartesian forces, eV/Å:
-0.311 -1.258 -1.700
-1.704 0.294 -1.553
0.500 -0.455 -0.986
0.241 1.178 1.509
1.112 0.316 -2.184
-0.943 -0.599 -1.028
-0.136 0.632 0.918
-1.415 -0.664 0.422
1.924 1.208 -0.168
-0.934 -0.506 1.836
-0.481 -0.559 1.493
0.366 1.368 -0.792
-0.767 -0.456 -0.005
1.114 -1.417 1.714
-1.592 -0.379 -0.930
0.662 -0.011 -2.742
-0.372 -0.179 2.552
0.966 -1.150 -0.067
0.160 0.229 0.496
0.609 0.055 -0.591
0.359 0.565 0.240
0.230 0.102 -0.058
-0.229 0.957 -0.571
0.555 0.166 0.518
-0.309 -0.219 -0.156
0.569 0.434 1.279
-1.088 -0.563 0.759
-0.469 -0.726 -1.513
2.638 1.835 1.829
-1.752 0.021 -0.432
-0.013 -0.738 -0.301
2.201 -0.728 0.157
-5.195 2.724 2.955
1.718 -2.141 -1.089
0.421 -0.191 -0.481
-0.992 0.286 -0.074
-1.143 -0.981 0.659
1.451 1.111 -0.934
0.385 0.428 -1.009
0.619 -0.227 -0.247
0.047 -0.041 -0.449
0.494 0.010 -0.322
0.551 -0.121 -0.846
0.766 0.550 0.352
-0.918 1.789 -0.407
-1.002 -0.188 -0.208
-1.603 0.464 0.849
-0.357 -0.454 -0.498
0.797 -0.870 0.908
-0.803 -0.471 -0.527
0.266 -0.345 1.623
-0.508 1.103 -1.132
2.187 0.185 -0.480
-0.965 0.878 -0.296
-0.351 0.748 0.584
1.595 -0.853 -0.137
0.080 1.127 0.889
-1.724 -0.846 -1.069
0.878 1.363 0.248
0.124 -0.705 0.063
0.155 -0.036 0.291
-0.372 -1.142 -0.987
0.213 -0.130 0.595
-0.541 -0.780 0.197
0.908 -1.015 -0.121
0.244 0.428 -0.146
0.488 0.157 0.158
0.868 -0.318 -0.631
-0.129 -0.049 -0.214
0.661 0.491 0.034
-0.160 -0.056 0.246
-0.928 -0.050 0.044
-0.869 0.046 -0.107
-0.257 -0.202 0.084
0.273 -1.117 0.481
-0.881 0.813 0.447
-0.026 0.241 0.568
0.930 -0.270 -0.140
-0.002 -0.567 -0.303
0.523 0.142 0.304
0.877 -0.388 -0.002
0.130 0.301 0.571
-0.609 0.418 -0.238


No. 3
Below is a structure of composition C38H32N3O9PTl at a distorted geometry, with properties calculated with ωB97M-V with the def2-TZVPD basis set.

Properties
HOMO level   -0.413 hartree
ΔE to the lowest compared entry with this formula, charge and spin   3.9 kcal/mol
Kohn-Sham gap   7.803 eV
2S+1   1
M   910.04 g mol⁻¹
Total charge   +1

Atoms and positions in Å:
1 Tl 0.525990 -0.470950 0.218049
2 O 0.673890 -0.573350 2.572349
3 C 1.696290 -0.552450 3.275649
4 C 3.048790 -0.405850 2.878949
5 C 4.018690 -0.478950 3.895749
6 C 5.351290 -0.357750 3.612049
7 C 5.782490 -0.121650 2.292849
8 C 4.866490 -0.017050 1.289249
9 C 3.467690 -0.164550 1.523649
10 O 2.675590 -0.040550 0.525149
11 N 6.304690 -0.449350 4.691849
12 O 7.478690 -0.445550 4.404349
13 O 5.853990 -0.523950 5.814749
14 H 1.554590 -0.657350 4.363849
15 H 3.717790 -0.624750 4.923749
16 H 6.838190 -0.007950 2.105949
17 H 5.164990 0.194550 0.275749
18 C 1.674390 -3.468950 0.836349
19 C 0.322490 -3.985950 1.318449
20 C 0.374890 -5.514650 1.291149
21 C -0.827810 -3.495650 0.425049
22 C -2.174110 -4.160950 0.762649
23 O -3.113010 -3.096450 0.704349
24 C -2.442610 -1.949250 0.623649
25 N -1.163810 -2.067950 0.526649
26 C -3.314310 -0.764050 0.603749
27 C -4.687610 -1.060450 0.613949
28 C -5.656810 -0.080550 0.550349
29 C -5.283310 1.249750 0.468849
30 C -3.939710 1.567050 0.480049
31 C -2.944510 0.588850 0.548149
32 P -1.280710 1.349150 0.565049
33 C -1.186610 2.367950 -0.922251
34 C -0.186210 3.337450 -0.983651
35 C -0.029010 4.084650 -2.134251
36 C -0.838910 3.847350 -3.234951
37 C -1.813610 2.863750 -3.179851
38 C -1.992810 2.120350 -2.027951
39 C -1.298010 2.491250 1.983449
40 C -1.056710 1.994950 3.261349
41 C -1.072110 2.848950 4.348949
42 C -1.335010 4.196750 4.169349
43 C -1.587710 4.689550 2.899049
44 C -1.568610 3.845850 1.802549
45 H 2.473390 -3.877750 1.452849
46 H 1.742290 -2.380650 0.894949
47 H 1.845690 -3.765250 -0.196251
48 H 0.137490 -3.642050 2.341349
49 H 0.526190 -5.863050 0.273249
50 H -0.529710 -5.970250 1.678549
51 H 1.208890 -5.859550 1.895549
52 H -0.540810 -3.667250 -0.619651
53 H -2.195210 -4.559650 1.781249
54 H -2.477710 -4.935450 0.060849
55 H -4.993110 -2.091250 0.672049
56 H -6.698010 -0.357550 0.557649
57 H -6.025810 2.030450 0.399749
58 H -3.641110 2.605350 0.428149
59 H 0.469390 3.489250 -0.136751
60 H 0.736490 4.842650 -2.180751
61 H -0.690510 4.410050 -4.142551
62 H -2.432410 2.665450 -4.041251
63 H -2.744110 1.344050 -1.989351
64 H -0.851410 0.944750 3.393649
65 H -0.876710 2.463750 5.336749
66 H -1.337710 4.865350 5.015549
67 H -1.797310 5.738350 2.755249
68 H -1.755510 4.246150 0.815449
69 O 0.684190 -1.628750 -1.854551
70 C 0.698290 -0.539450 -2.474751
71 O 0.714190 0.557450 -1.869651
72 C 0.642290 -0.505650 -3.964251
73 C 0.383990 -1.653250 -4.711051
74 C 0.292290 -1.575750 -6.092851
75 C 0.453190 -0.360850 -6.735651
76 C 0.709590 0.776650 -5.978851
77 C 0.802490 0.720950 -4.597751
78 N 0.873690 2.057350 -6.641351
79 O 0.985590 2.054550 -7.843051
80 O 0.876190 3.047450 -5.944251
81 H 0.256790 -2.597550 -4.203351
82 H 0.088890 -2.465850 -6.667351
83 H 0.385590 -0.277050 -7.810351
84 H 1.001790 1.612550 -4.021351

Cartesian forces, eV/Å:
0.084 0.497 -0.180
0.028 -0.166 -0.070
-0.042 -0.046 0.380
0.368 0.091 -0.597
0.221 0.020 0.076
-0.805 0.051 -0.540
-0.095 -0.010 0.223
-0.242 -0.020 -0.039
0.307 -0.077 0.676
-0.796 -0.111 -0.615
-0.011 0.007 0.160
0.394 0.015 -0.056
0.078 -0.055 0.413
-0.067 -0.024 -0.054
-0.032 -0.052 0.036
0.101 -0.006 -0.053
0.079 -0.019 -0.126
-0.292 0.049 0.125
0.023 0.025 -0.217
-0.078 0.263 0.093
0.047 -0.522 0.002
0.546 -0.437 0.133
-0.400 0.259 -0.143
0.582 -0.106 -0.040
0.038 0.412 0.152
-0.566 0.302 0.032
0.122 -0.045 0.043
0.103 0.124 -0.041
-0.014 -0.081 0.017
0.073 -0.082 0.041
0.106 0.280 -0.039
-0.138 0.080 -0.021
-0.097 0.030 0.158
-0.130 -0.190 0.027
0.074 0.008 -0.042
-0.004 -0.040 0.025
-0.009 -0.018 -0.128
0.060 0.012 0.214
0.137 -0.177 -0.224
-0.007 -0.070 -0.105
-0.033 -0.010 0.030
0.014 0.019 -0.065
-0.031 0.075 0.000
-0.023 -0.037 -0.026
0.068 0.094 0.020
0.290 -0.131 0.074
0.066 0.034 -0.109
-0.051 0.008 0.009
0.048 -0.108 -0.177
-0.122 -0.129 0.077
0.058 -0.097 0.040
-0.041 -0.080 0.046
0.030 0.023 -0.096
0.006 0.058 0.049
-0.039 -0.018 -0.013
-0.128 -0.050 0.000
-0.039 0.058 0.020
-0.048 0.048 0.014
0.061 0.096 0.028
0.101 0.077 -0.013
-0.010 0.074 -0.090
-0.063 0.004 -0.103
-0.079 -0.005 -0.054
0.022 -0.116 0.069
0.015 -0.059 0.122
-0.013 0.065 0.098
-0.014 0.098 0.003
-0.012 0.007 0.021
-0.060 -0.670 0.719
0.016 0.267 -0.732
0.236 0.277 0.357
-0.040 -0.055 -0.152
0.101 0.162 0.071
-0.035 -0.003 0.136
0.094 0.274 -0.058
-0.108 -0.946 0.555
0.014 0.056 -0.176
-0.028 0.147 -0.178
0.034 0.016 -0.418
0.030 0.425 0.270
0.008 -0.054 0.048
-0.011 -0.049 -0.074
0.008 0.000 -0.010
-0.034 -0.014 -0.029


| no. | total energy (hartree) |
| --- | --- |
| 1 | -2814.04384 |
| 2 | -8522.28463 |
| 3 | -2822.16576 |